[1]
Density functional theory data (ωB97M-V/def2-TZVPD) for one molecule with the formula C8H12N2.

Positions of all 22 atoms, in Å:
C1 -0.192 -0.859 -2.701
C2 -0.164 -0.322 -1.309
C3 -1.273 -0.209 -0.569
C4 -1.176 0.261 0.737
C5 0.061 0.518 1.267
C6 0.218 0.979 2.712
C7 1.226 0.276 0.484
C8 1.132 -0.193 -0.804
H1 -1.189 -0.796 -3.251
H2 0.608 -0.310 -3.379
H3 0.143 -1.912 -2.724
H4 -2.269 -0.497 -0.989
H5 -3.159 -0.087 1.204
H6 -2.231 0.525 2.552
H7 0.357 0.008 3.428
H8 1.177 1.481 2.836
H9 -0.667 1.682 3.102
H10 2.109 0.471 1.020
H11 2.265 -1.021 -2.286
H12 3.143 -0.260 -1.177
N1 -2.360 0.475 1.487
N2 2.242 -0.210 -1.637

Its HOMO-LUMO gap is 8.16 eV. Its total charge is 0. The calculation puts the lowest unoccupied orbital energy at 0.963 eV.

These are the natural (NBO) partial charges, in e, on atoms 1 to 4: -0.6561, 0.0271, -0.2587, 0.1480

[2]
Density functional theory data (ωB97M-V/def2-TZVPD) for one molecule with the formula C8H12N2.

Positions of all 22 atoms, in Å:
C1 0.449 1.567 -0.247
C2 -0.042 -1.096 -1.161
C3 -0.033 0.503 0.725
C4 -0.404 -0.815 0.261
C5 -0.280 2.474 -1.139
C6 1.079 -1.415 -2.073
C7 -0.075 0.783 2.224
C8 -0.661 -1.883 1.248
N1 1.647 1.249 -0.241
N2 -1.266 -0.814 -1.046
H1 -0.899 3.346 -0.713
H2 -1.149 1.785 -1.482
H3 0.350 2.894 -1.952
H4 1.248 -2.414 -1.923
H5 1.981 -1.013 -1.712
H6 0.744 -0.952 -3.050
H7 0.724 1.365 2.577
H8 -0.109 -0.274 2.611
H9 -0.934 1.223 2.522
H10 0.226 -2.076 1.933
H11 -1.024 -2.812 0.761
H12 -1.572 -1.625 1.877

Its HOMO-LUMO gap (alpha / beta) is 7.32 / 8.74 eV. Its total charge is 0. As for the multiplicity: 3. The calculation puts the lowest unoccupied orbital energy (alpha / beta) at 0.980 / -0.820 eV.

These are the natural (NBO) partial charges, in e, on atoms 1 to 4: 0.0948, 0.3094, 0.0794, -0.0636

[3]
Density functional theory data (ωB97M-V/def2-TZVPD) for C8H12N2NiP as an isolated structure.

Positions of all 24 atoms, in Å:
C1 1.339 -2.581 -0.536
C2 1.081 -2.416 -1.939
C3 -0.327 -2.404 -2.114
C4 -0.945 -2.778 -0.873
C5 0.074 -2.816 0.122
Ni1 0.952 1.385 1.146
P1 3.005 1.146 1.162
H1 2.313 -2.576 -0.043
H2 1.836 -2.298 -2.713
H3 -0.850 -2.189 -3.049
H4 -0.070 -2.991 1.186
H5 -1.998 -2.989 -0.717
H6 3.542 2.305 0.477
H7 3.744 0.073 0.542
H8 3.698 1.207 2.421
N1 -1.686 1.020 0.331
C6 -2.602 1.900 -0.102
C7 -2.322 3.128 0.485
C8 -1.245 2.928 1.339
N2 -0.801 1.623 1.204
H9 -1.736 0.024 0.145
H10 -3.362 1.650 -0.830
H11 -2.850 4.048 0.311
H12 -0.792 3.600 2.046

Its HOMO-LUMO gap (alpha / beta) is 3.66 / 5.20 eV. Its total charge is -1. As for the multiplicity: 3. The calculation puts the lowest unoccupied orbital energy (alpha / beta) at 3.107 / 2.556 eV.

These are the natural (NBO) partial charges, in e, on atoms 1 to 4: -0.3829, -0.3616, -0.3586, -0.3868

[4]
Density functional theory data (ωB97M-V/def2-TZVPD) for a 2-piece molecular cluster, C8H12N2O overall.

Positions of all 23 atoms, in Å:
C1 -0.159 -2.820 -2.106
C2 1.182 -3.029 -2.030
C3 0.722 -1.099 -1.273
C4 0.890 0.767 -0.131
C5 -0.017 2.220 1.589
C6 -0.436 -0.259 1.676
C7 -1.516 1.126 -0.124
C8 -0.273 0.952 0.754
N1 -0.436 -1.577 -1.601
N2 1.925 1.304 -0.482
O1 1.744 -1.916 -1.486
H1 -0.940 -3.458 -2.462
H2 1.821 -3.844 -2.294
H3 -0.857 2.391 2.258
H4 0.092 3.092 0.946
H5 0.884 2.111 2.190
H6 -0.672 -1.141 1.091
H7 0.480 -0.440 2.236
H8 -1.243 -0.075 2.381
H9 -2.394 1.259 0.503
H10 -1.412 1.998 -0.766
H11 -1.642 0.247 -0.749
H12 2.258 2.189 -0.121

Its HOMO-LUMO gap is 9.60 eV. Its total charge is 0. The calculation puts the lowest unoccupied orbital energy at 0.776 eV.

These are the natural (NBO) partial charges, in e, on atoms 1 to 4: -0.1172, 0.0176, 0.4393, 0.5132

[5]
Density functional theory data (ωB97M-V/def2-TZVPD) for one molecule with the formula C8H12N2O.

Positions of all 23 atoms, in Å:
C1 -0.604 0.748 -1.037
C2 0.647 -0.481 0.977
C3 -1.120 0.708 0.246
C4 2.799 0.856 0.029
C5 1.393 -0.328 -0.346
C6 2.073 -1.601 -0.785
C7 -3.470 -0.234 0.274
C8 -2.611 0.962 0.548
N1 -0.471 0.058 1.272
N2 3.906 0.300 0.288
O1 0.596 0.362 -1.358
H1 -1.093 1.166 -1.896
H2 1.267 -1.093 1.631
H3 2.415 1.946 0.023
H4 1.950 -2.257 0.117
H5 3.151 -1.599 -1.117
H6 1.443 -2.036 -1.588
H7 -3.524 -0.499 -0.863
H8 -4.493 0.165 0.645
H9 -3.222 -1.202 0.870
H10 -2.712 1.181 1.560
H11 -2.890 1.810 -0.038
H12 4.568 1.067 0.546

Its HOMO-LUMO gap is 8.24 eV. Its total charge is 0. The calculation puts the lowest unoccupied orbital energy at 0.522 eV.

These are the natural (NBO) partial charges, in e, on atoms 1 to 4: 0.1584, 0.0785, 0.0024, 0.1347

[6]
Density functional theory data (ωB97M-V/def2-TZVPD) for a 2-piece molecular cluster, C8H12N2OS overall.

Positions of all 24 atoms, in Å:
C1 -0.775 -3.802 1.193
C2 -1.139 -2.538 0.788
C3 0.529 -3.991 1.704
C4 -0.385 -1.450 1.170
C5 1.316 -2.901 2.170
C6 0.830 -1.650 1.881
C7 -1.314 1.998 -0.107
C8 0.276 1.632 -2.120
N1 -0.357 1.263 -0.901
N2 0.047 2.928 -2.788
O1 1.448 3.155 -0.237
S1 1.321 1.744 -0.645
H1 -1.318 -4.539 0.701
H2 -1.797 -2.288 -0.124
H3 0.930 -5.065 1.697
H4 -0.714 -0.478 0.952
H5 2.315 -2.949 2.385
H6 -1.298 1.583 0.996
H7 -2.285 1.777 -0.537
H8 -1.002 2.977 0.064
H9 1.501 -0.843 2.182
H10 0.353 0.827 -2.824
H11 0.710 2.855 -3.582
H12 0.299 3.795 -2.190

Its HOMO-LUMO gap is 9.66 eV. Its total charge is 0. The calculation puts the lowest unoccupied orbital energy at 0.642 eV.

These are the natural (NBO) partial charges, in e, on atoms 1 to 4: -0.2364, -0.2004, -0.1825, -0.2231

[7]
Density functional theory data (ωB97M-V/def2-TZVPD) for a 2-piece molecular cluster, C8H12N2S2 overall.

Positions of all 24 atoms, in Å:
C1 3.291 -2.036 -0.179
C2 3.512 -0.654 -0.145
C3 2.096 -2.467 0.257
C4 2.492 0.192 0.166
C5 1.195 -0.252 0.485
C6 -1.958 2.323 -0.328
C7 -3.000 1.578 0.542
C8 -2.224 -1.063 -0.093
N1 1.135 -1.572 0.585
N2 -2.068 -2.272 -0.365
S1 2.721 1.926 0.052
S2 -3.629 0.025 -0.226
H1 4.088 -2.829 -0.640
H2 4.444 -0.170 -0.611
H3 1.787 -3.490 0.167
H4 -2.441 2.313 -1.350
H5 -1.976 3.348 0.203
H6 -1.008 1.832 -0.354
H7 -3.907 2.057 0.677
H8 -2.560 1.283 1.556
H9 -1.347 -0.614 0.107
H10 0.274 -1.955 0.842
H11 -2.864 -2.862 -0.551
H12 3.986 1.787 0.012

Its HOMO-LUMO gap is 8.75 eV. Its total charge is 0. The calculation puts the lowest unoccupied orbital energy at 0.517 eV.

These are the natural (NBO) partial charges, in e, on atoms 1 to 4: -0.2500, -0.1918, -0.0066, -0.2650

[8]
Density functional theory data (ωB97M-V/def2-TZVPD) for a 2-piece molecular cluster, C8H12N2SSi overall.

Positions of all 24 atoms, in Å:
C1 -2.208 1.440 0.353
C2 -0.807 3.431 -1.241
C3 1.047 3.614 -2.355
C4 -0.334 2.146 -0.923
C5 -1.280 -1.097 1.757
C6 -0.673 -1.508 -1.438
C7 1.764 -0.588 0.355
C8 -0.973 1.138 -0.191
N1 -3.272 1.628 0.747
N2 0.003 4.201 -1.941
Si1 -0.217 -0.500 0.216
S1 1.220 2.012 -1.827
H1 -1.561 4.023 -0.678
H2 1.786 4.124 -2.979
H3 -2.104 -1.656 1.438
H4 -0.837 -1.712 2.441
H5 -1.458 -0.231 2.379
H6 -0.333 -2.477 -1.273
H7 -1.700 -1.301 -1.433
H8 -0.128 -1.013 -2.288
H9 2.189 -0.695 -0.625
H10 2.137 0.279 0.712
H11 2.120 -1.299 1.072
H12 0.080 1.180 2.483

Its HOMO-LUMO gap (alpha / beta) is 6.92 / 8.16 eV. Its total charge is 0. The calculation puts the lowest unoccupied orbital energy (alpha / beta) at -1.225 / -1.849 eV.

These are the natural (NBO) partial charges, in e, on atoms 1 to 4: 0.2385, 0.0012, -0.1193, -0.1947

[9]
Density functional theory data (ωB97M-V/def2-TZVPD) for an isolated ion of composition C8H12N3 and charge +1.

Positions of all 23 atoms, in Å:
C1 -2.200 -1.606 0.162
C2 -2.425 0.615 -0.553
C3 -0.080 -0.467 0.783
C4 -1.345 1.500 -0.075
C5 2.591 -0.921 0.177
C6 1.887 -0.559 -1.048
C7 1.041 1.274 0.609
C8 1.233 -0.180 0.221
N1 -2.831 -0.597 -0.434
N2 -0.944 -1.461 0.429
N3 -0.389 0.931 0.913
H1 -2.513 -2.688 0.045
H2 -0.872 1.521 -1.086
H3 -1.781 2.438 0.213
H4 2.564 -1.921 0.598
H5 3.545 -0.341 0.342
H6 2.248 0.227 -1.716
H7 1.678 -1.543 -1.690
H8 1.407 1.467 1.625
H9 1.406 2.037 -0.214
H10 -0.368 -2.290 0.272
H11 -0.825 1.276 1.739
H12 -3.030 1.289 -1.314

Its HOMO-LUMO gap (alpha / beta) is 7.29 / 7.29 eV. Its total charge is +1. The calculation puts the lowest unoccupied orbital energy (alpha / beta) at -3.998 / -3.998 eV.

These are the natural (NBO) partial charges, in e, on atoms 1 to 4: 0.1509, 0.0890, 0.1279, -0.3191

[10]
Density functional theory data (ωB97M-V/def2-TZVPD) for a 2-piece molecular cluster, C8H12N3 overall.

Positions of all 23 atoms, in Å:
C1 -2.964 -0.144 1.152
C2 -3.557 -0.716 0.022
C3 -1.654 0.248 1.158
C4 -2.842 -0.813 -1.089
C5 -0.879 0.072 0.016
C6 1.274 2.275 -1.377
C7 1.438 1.470 -0.325
C8 2.213 -0.745 0.229
N1 -1.470 -0.469 -1.063
N2 3.342 -1.415 0.723
N3 2.164 0.696 0.393
H1 -3.476 -0.209 2.167
H2 -4.549 -1.031 0.203
H3 -1.297 0.555 2.116
H4 -3.239 -1.277 -2.011
H5 2.134 2.786 -1.727
H6 0.287 2.696 -1.453
H7 2.345 -1.078 -0.808
H8 1.284 -1.067 0.668
H9 4.121 -1.162 0.129
H10 3.556 -1.188 1.649
H11 -0.871 -0.745 -1.905
H12 2.639 1.261 1.133

Its HOMO-LUMO gap (alpha / beta) is 8.34 / 8.34 eV. Its total charge is +1. The calculation puts the lowest unoccupied orbital energy (alpha / beta) at -3.640 / -3.640 eV.

These are the natural (NBO) partial charges, in e, on atoms 1 to 4: -0.0863, -0.2757, -0.3260, 0.0474

Max |F| for every record listed, in sequence, given in Eh/bohr: 0.06157, 0.08827, 0.03807, 0.08631, 0.07947, 0.08261, 0.07846, 0.07978, 0.09371, 0.07124.
ΔE to the lowest compared entry with this formula, charge and spin for every record listed, in sequence, given in kcal/mol: 20.0, 49.6, 0.0, 73.3, 87.1, 96.5, 67.2, 84.9, 152.5, 113.1.